The following is a quantum chemistry calculation of a cluster of 2 separate species, C8H10N2O2 in total at a distorted geometry, from OMol25.

Cartesian coordinates (Å):
O: -1.25 -2.37 -0.14
C: -1.69 -1.31 0.34
C: -0.78 -0.33 1.13
O: -1.13 0.81 1.40
C: 0.49 -0.98 1.52
C: 1.73 -0.18 1.36
C: 1.24 -0.51 2.75
H: -2.75 -1.00 0.38
H: 0.62 -1.98 1.23
H: 1.64 0.88 1.13
H: 2.70 -0.59 0.86
H: 1.70 -1.13 3.50
H: 0.68 0.38 3.26
C: -0.87 0.82 -3.20
C: -1.59 -0.11 -2.44
N: -1.61 0.19 -1.16
N: -0.81 1.28 -1.08
C: -0.33 1.65 -2.28
H: -0.76 0.92 -4.24
H: -2.49 -0.73 -2.81
H: -0.58 1.67 -0.19
H: 0.53 2.47 -2.40

## Properties
E_tot (eV): -15529.8825
SMILES: O=CC(=O)C1CC1.c1cn[nH]c1
Relative energy (zero: lowest compared OMol25 entry of this formula, charge and spin) (kJ/mol): 398.1
Net charge: 0
HOMO energy (eV): -9.118
Orbital gap (eV): 9.33
2S+1: 1
LUMO level (eV): 0.21

The following is a quantum chemistry calculation of a cluster of 3 separate species, C29H54N4O3 in total at a distorted geometry, from OMol25.

Cartesian coordinates (Å):
C: 2.45 -1.89 0.02
O: 2.51 -0.94 -1.08
C: 1.46 0.05 -1.00
C: -0.03 -0.54 -1.27
C: -1.06 0.67 -1.64
C: -1.78 1.32 -0.36
C: -2.57 0.28 0.58
C: -3.85 -0.43 -0.11
C: -3.79 -2.04 0.04
C: -2.57 -2.69 -0.78
N: -1.64 -3.30 -1.24
C: -5.15 -2.60 -0.69
C: -4.84 -2.65 -2.26
N: -4.46 -2.87 -3.38
H: 2.87 -1.46 1.02
H: 1.41 -2.32 0.23
H: 3.12 -2.78 -0.28
H: 1.64 0.81 -1.86
H: 1.52 0.69 -0.03
H: 0.03 -1.27 -2.17
H: -0.35 -1.07 -0.31
H: -0.40 1.47 -2.15
H: -1.80 0.33 -2.46
H: -0.98 1.84 0.28
H: -2.55 2.12 -0.69
H: -1.92 -0.53 1.06
H: -2.99 0.90 1.47
H: -4.82 -0.09 0.42
H: -3.88 -0.16 -1.23
H: -3.73 -2.37 1.13
H: -5.97 -1.83 -0.48
H: -5.41 -3.61 -0.23
C: -7.15 5.56 3.45
C: -6.52 4.17 3.71
C: -6.41 3.97 5.24
C: -5.32 4.83 5.85
C: -3.98 4.60 5.16
C: -4.03 4.73 3.62
N: -5.20 4.02 3.02
O: -4.90 2.69 3.01
C: -4.06 6.21 3.19
C: -2.67 4.23 3.06
C: -7.58 3.20 3.11
H: -8.20 5.57 3.77
H: -6.69 6.37 4.02
H: -7.13 5.83 2.39
H: -6.21 2.92 5.47
H: -7.37 4.20 5.72
H: -5.59 5.89 5.81
H: -5.23 4.60 6.92
H: -3.24 5.29 5.57
H: -3.63 3.59 5.44
H: -4.15 6.29 2.10
H: -3.13 6.72 3.48
H: -4.86 6.79 3.64
H: -2.43 3.21 3.38
H: -1.85 4.86 3.42
H: -2.65 4.26 1.97
H: -7.67 3.36 2.03
H: -8.56 3.38 3.55
H: -7.34 2.15 3.28
C: 7.77 -4.59 -5.05
C: 8.22 -3.96 -3.71
C: 8.03 -5.02 -2.60
C: 6.56 -5.25 -2.27
C: 5.87 -3.94 -1.91
C: 6.07 -2.81 -2.95
N: 7.48 -2.69 -3.42
O: 8.17 -2.04 -2.43
C: 5.15 -3.03 -4.18
C: 5.51 -1.50 -2.34
C: 9.72 -3.69 -3.95
H: 8.46 -5.38 -5.36
H: 6.80 -5.09 -5.01
H: 7.74 -3.85 -5.86
H: 8.56 -4.71 -1.69
H: 8.49 -5.97 -2.90
H: 6.04 -5.74 -3.10
H: 6.48 -5.94 -1.42
H: 4.80 -4.13 -1.76
H: 6.26 -3.61 -0.94
H: 5.33 -2.26 -4.94
H: 4.09 -2.96 -3.89
H: 5.25 -4.00 -4.65
H: 5.98 -1.25 -1.38
H: 4.44 -1.58 -2.14
H: 5.65 -0.65 -3.02
H: 9.86 -2.95 -4.75
H: 10.25 -4.60 -4.26
H: 10.24 -3.32 -3.06

## Properties
E_tot (eV): -43043.7663
Net charge: 0
HOMO energy (alpha / beta) (eV): -8.678 / -9.280
Orbital gap (alpha / beta) (eV): 9.10 / 8.79
2S+1: 3
LUMO level (alpha / beta) (eV): 0.42 / -0.49

The following is a quantum chemistry calculation of an isolated molecule of C11H11FN2 at a distorted geometry, from OMol25.

Cartesian coordinates (Å):
N: 0.53 2.04 -5.55
C: 0.35 1.38 -4.46
C: 0.38 0.85 -2.94
C: 0.59 2.04 -2.02
C: 0.49 2.01 -0.74
C: 0.12 0.82 -0.14
C: -0.16 -0.29 -1.00
C: 0.16 -0.38 -2.39
C: -0.83 -1.50 -0.35
N: -1.13 -1.38 1.00
C: 0.10 -0.89 1.76
C: -0.12 -0.91 3.42
F: -1.19 -0.03 3.86
C: 0.30 0.56 1.37
H: 0.91 3.01 -2.44
H: 0.56 2.89 0.03
H: 0.15 -1.41 -2.82
H: -0.21 -2.37 -0.59
H: -1.79 -2.09 -0.82
H: -1.55 -2.31 1.29
H: 1.05 -1.39 1.62
H: 0.65 -0.60 4.17
H: -0.34 -2.02 3.86
H: 1.36 0.89 1.76
H: -0.38 1.08 2.11

## Properties
E_tot (eV): -17278.0688
SMILES: N#Cc1ccc2c(c1)CN[C@H](CF)C2
Relative energy (zero: lowest compared OMol25 entry of this formula, charge and spin) (kJ/mol): 479.9
Net charge: 0
HOMO energy (eV): -8.847
Orbital gap (eV): 8.89
2S+1: 1
LUMO level (eV): 0.04

The following is a quantum chemistry calculation of a structure of composition C37H28BrCrN6OS2, from OMol25.

Cartesian coordinates (Å):
Cr: 0.46 -0.10 -0.30
C: 0.58 0.41 -3.64
C: 0.07 -0.77 -2.87
N: 0.84 -1.51 -2.15
N: 0.39 -2.83 -1.93
C: -0.09 -3.14 -0.79
S: -0.39 -2.09 0.55
S: -0.40 -4.89 -0.56
C: -2.19 -4.95 -0.87
C: -3.04 -4.15 0.08
C: -3.09 -4.45 1.43
C: -3.83 -3.67 2.30
C: -4.54 -2.57 1.82
C: -4.49 -2.27 0.46
C: -3.75 -3.06 -0.40
C: -1.41 -0.90 -2.88
C: -2.22 -1.53 -3.81
C: -3.60 -1.39 -3.72
C: -4.15 -0.58 -2.73
C: -3.34 0.05 -1.80
C: -1.96 -0.12 -1.86
O: -1.15 0.48 -0.96
H: 1.66 0.41 -3.72
H: 0.14 0.35 -4.64
H: 0.23 1.34 -3.19
H: -2.38 -4.65 -1.90
H: -2.42 -6.02 -0.79
H: -2.52 -5.29 1.82
H: -3.87 -3.91 3.35
H: -5.11 -1.95 2.49
H: -5.03 -1.41 0.08
H: -3.69 -2.80 -1.45
H: -1.78 -2.14 -4.59
H: -4.25 -1.88 -4.43
H: -5.22 -0.45 -2.67
H: -3.75 0.68 -1.01
N: 1.22 9.89 1.97
C: 1.17 8.77 1.76
C: 1.10 7.35 1.49
C: 0.72 6.90 0.23
C: 0.67 5.54 -0.02
C: 0.97 4.62 0.98
C: 1.34 5.08 2.24
C: 1.41 6.44 2.50
C: 0.90 3.17 0.69
C: 0.05 2.38 1.46
C: -0.85 2.82 2.48
C: -1.46 1.70 2.98
C: -0.93 0.61 2.25
N: -0.04 0.99 1.35
C: 1.77 2.68 -0.30
C: 2.88 3.36 -0.86
C: 3.57 2.45 -1.63
C: 2.85 1.25 -1.54
N: 1.76 1.38 -0.78
H: 0.48 7.61 -0.54
H: 0.38 5.18 -1.00
H: 1.59 4.37 3.02
H: 1.71 6.80 3.47
H: -1.00 3.85 2.77
H: -2.20 1.65 3.76
H: -1.21 -0.44 2.36
H: 3.14 4.39 -0.66
H: 4.49 2.61 -2.18
H: 3.09 0.30 -2.00
Br: 4.16 -0.28 4.24
C: 3.74 -0.93 2.52
C: 4.52 -1.90 1.92
C: 4.16 -2.33 0.66
C: 3.04 -1.79 0.05
N: 2.29 -0.86 0.64
C: 2.64 -0.43 1.86
H: 5.39 -2.30 2.43
H: 4.74 -3.09 0.14
H: 2.72 -2.11 -0.93
H: 2.01 0.33 2.30

## Properties
E_tot (eV): -169945.7655
Net charge: 0
HOMO energy (alpha / beta) (eV): -7.899 / -7.888
Orbital gap (alpha / beta) (eV): 6.73 / 6.71
2S+1: 2
LUMO level (alpha / beta) (eV): -1.17 / -1.18

The following is a quantum chemistry calculation of the ion C3H7N2 with charge +1 at a distorted geometry, from OMol25.

Cartesian coordinates (Å):
C: -1.76 -0.57 -0.03
N: -0.50 0.15 0.34
C: 0.40 1.37 0.05
C: 0.80 0.02 0.17
N: 1.85 -0.72 0.01
H: -1.67 -1.30 -0.99
H: -2.07 -1.17 0.94
H: -2.52 0.24 -0.18
H: 0.31 2.01 0.94
H: 0.49 1.87 -0.91
H: 2.71 -0.19 -0.17
H: 1.95 -1.71 -0.17

## Properties
E_tot (eV): -6195.6777
SMILES: CN1CC1=[NH2+]
Relative energy (zero: lowest compared OMol25 entry of this formula, charge and spin) (kJ/mol): 176.9
Net charge: +1
HOMO energy (eV): -15.379
Orbital gap (eV): 11.78
2S+1: 1
LUMO level (eV): -3.59

The following is a quantum chemistry calculation of a structure of composition CH3Cl2NO2S at a distorted geometry, from OMol25.

Cartesian coordinates (Å):
C: -1.01 0.69 -0.31
N: 1.11 -0.32 0.91
O: -0.21 -1.89 -0.54
O: 1.23 -0.18 -1.48
S: 0.28 -0.57 -0.49
Cl: -2.39 0.66 -1.35
Cl: -0.15 2.10 -0.60
H: -1.43 0.82 1.27
H: 0.53 -0.63 1.69
H: 2.05 -0.68 0.89

## Properties
E_tot (eV): -42543.6189
Relative energy (zero: lowest compared OMol25 entry of this formula, charge and spin) (kJ/mol): 225.2
Net charge: 0
HOMO energy (alpha / beta) (eV): -7.278 / -11.075
Orbital gap (alpha / beta) (eV): 7.79 / 6.90
2S+1: 3
LUMO level (alpha / beta) (eV): 0.51 / -4.17